[1]
106
Properties=species:S:1:pos:R:3:lowdin_charge:R:1 method="wB97M-V/def2-TZVPD" smiles="CCCCCCCCCC[Si@](Cl)(Br)CCO[Si](C)(C)C.CCOP(=O)(OCC)OCC.CCOP(=O)(OCC)OCC" orbital_gap_ev=10.5 spin_multiplicity=1 lumo_ha=0.01985 max_force_ev_per_a=4.603
C -2.960 7.944 2.072 -0.119
C -1.683 7.466 2.771 -0.260
C -0.475 7.350 1.806 -0.225
C 0.014 5.898 1.681 -0.229
C 1.357 5.788 0.964 -0.199
C 1.570 4.387 0.331 -0.190
C 2.846 3.649 0.820 -0.197
C 2.423 2.279 1.370 -0.223
C 3.580 1.460 1.970 -0.250
C 3.104 0.631 3.184 -0.321
Si 3.091 -1.203 2.860 -0.157
Cl 1.864 -2.158 4.211 0.330
Br 5.183 -1.905 3.323 0.339
C 2.753 -1.695 1.086 -0.275
C 1.417 -2.412 0.827 -0.328
O 0.394 -1.422 0.698 -0.222
Si -0.910 -1.784 -0.284 0.419
C -2.504 -1.282 0.556 -0.162
C -1.091 -3.601 -0.700 -0.156
C -0.815 -0.775 -1.870 -0.149
H -3.059 7.468 1.096 0.069
H -3.820 7.684 2.687 0.065
H -2.938 9.021 1.905 0.070
H -1.424 8.110 3.609 0.100
H -1.882 6.454 3.130 0.093
H -0.818 7.654 0.813 0.103
H 0.340 8.010 2.106 0.107
H 0.069 5.494 2.695 0.113
H -0.756 5.354 1.127 0.115
H 1.398 6.515 0.150 0.109
H 2.171 5.996 1.658 0.103
H 1.605 4.463 -0.756 0.095
H 0.703 3.775 0.585 0.093
H 3.547 3.488 -0.001 0.101
H 3.306 4.229 1.620 0.102
H 1.678 2.487 2.141 0.108
H 1.912 1.704 0.591 0.110
H 4.027 0.835 1.194 0.088
H 4.347 2.179 2.260 0.107
H 3.791 0.817 4.011 0.068
H 2.101 0.899 3.517 0.069
H 2.809 -0.855 0.393 0.074
H 3.550 -2.386 0.801 0.068
H 1.165 -3.047 1.678 0.079
H 1.548 -3.001 -0.082 0.103
H -2.614 -1.809 1.506 0.027
H -3.315 -1.662 -0.073 0.036
H -2.603 -0.207 0.685 0.033
H -0.204 -3.982 -1.210 0.028
H -1.923 -3.691 -1.399 0.040
H -1.260 -4.209 0.189 0.027
H -0.019 -0.032 -1.805 0.013
H -0.607 -1.390 -2.748 0.030
H -1.777 -0.296 -2.051 0.031
C -1.743 -5.775 4.747 -0.077
C -2.182 -5.653 3.302 -0.277
O -2.999 -6.747 2.865 -0.187
P -4.459 -6.944 3.519 0.449
O -5.309 -5.795 3.184 -0.215
O -5.023 -8.154 2.605 -0.223
C -6.155 -8.000 1.750 -0.275
C -5.738 -7.584 0.356 -0.071
O -4.103 -7.823 4.781 -0.187
C -4.340 -9.233 4.941 -0.245
C -3.324 -10.070 4.200 -0.068
H -2.592 -5.714 5.432 0.072
H -1.052 -4.968 4.993 0.077
H -1.251 -6.732 4.924 0.081
H -2.723 -4.715 3.149 0.112
H -1.306 -5.643 2.654 0.112
H -6.874 -7.304 2.178 0.107
H -6.645 -8.976 1.715 0.117
H -5.082 -6.714 0.386 0.075
H -6.611 -7.344 -0.252 0.078
H -5.186 -8.388 -0.132 0.076
H -5.363 -9.485 4.668 0.115
H -4.251 -9.424 6.010 0.119
H -3.239 -9.782 3.154 0.072
H -3.611 -11.121 4.247 0.082
H -2.336 -9.957 4.648 0.080
C 2.605 1.088 -3.432 -0.076
C 3.232 2.443 -3.163 -0.271
O 3.392 3.240 -4.340 -0.181
P 2.074 3.759 -5.111 0.451
O 1.319 4.666 -4.236 -0.216
O 2.747 4.722 -6.221 -0.222
C 2.512 6.129 -6.255 -0.274
C 3.555 6.879 -5.455 -0.070
O 1.794 2.539 -6.074 -0.186
C 2.047 2.489 -7.489 -0.245
C 3.509 2.266 -7.800 -0.068
H 1.574 1.198 -3.775 0.069
H 2.596 0.489 -2.520 0.069
H 3.152 0.548 -4.205 0.082
H 2.636 2.994 -2.429 0.097
H 4.229 2.302 -2.747 0.119
H 1.504 6.363 -5.918 0.107
H 2.569 6.422 -7.306 0.117
H 3.650 6.468 -4.449 0.076
H 3.297 7.936 -5.379 0.078
H 4.533 6.795 -5.931 0.076
H 1.648 3.371 -7.984 0.115
H 1.469 1.641 -7.858 0.119
H 4.150 2.983 -7.292 0.072
H 3.673 2.355 -8.874 0.083
H 3.821 1.271 -7.480 0.080



[2]
19
Properties=species:S:1:pos:R:3:lowdin_spin:R:1 method="wB97M-V/def2-TZVPD" orbital_gap_ev="6.4 / 9.1" spin_multiplicity=6 lumo_ha="0.02875 / 0.01748" max_force_ev_per_a=3.235 s_squared=8.756
O -0.083 -1.099 -1.625 0.136
C 1.295 -1.122 -1.396 0.019
C 1.623 -0.305 -0.156 0.012
O 1.021 0.981 -0.287 0.144
C 1.130 1.778 0.880 0.030
Fe -0.791 0.764 -1.315 4.421
H 1.879 -0.743 -2.256 0.002
H 1.660 -2.152 -1.223 0.003
H 2.709 -0.188 -0.016 0.001
H 1.173 -0.796 0.725 0.002
H 2.188 1.953 1.123 0.002
H 0.652 2.743 0.675 0.017
H 0.638 1.287 1.733 0.002
O -1.586 -0.379 0.094 0.149
H -1.077 -1.336 -0.311 0.009
C -2.851 -0.360 0.710 0.036
H -2.959 0.584 1.264 0.006
H -3.663 -0.409 -0.035 0.007
H -2.960 -1.201 1.415 0.003



[3]
22
Properties=species:S:1:pos:R:3:lowdin_charge:R:1 method="wB97M-V/def2-TZVPD" smiles=C1CC[C@H]2C[C@@H]2CC1 orbital_gap_ev=10.7 spin_multiplicity=1 lumo_ha=0.04083 max_force_ev_per_a=7.708
C -2.003 0.335 -0.138 -0.229
C -0.965 1.179 0.523 -0.181
C 0.472 1.743 -0.223 -0.113
C 1.102 0.420 -0.458 -0.454
C 2.275 -0.426 -0.187 -0.075
C 1.042 -0.560 0.481 -0.373
C -0.266 -1.573 0.392 -0.121
C -1.402 -1.051 -0.489 -0.240
H -2.552 0.543 -1.208 0.177
H -2.566 0.263 0.688 0.048
H -1.764 1.985 1.016 0.152
H -0.266 0.746 1.301 0.083
H 1.002 2.168 0.869 0.154
H 0.843 2.527 -1.121 0.149
H 0.512 0.119 -1.301 0.119
H 2.389 -1.012 -1.207 0.141
H 3.298 -0.263 0.483 0.166
H 1.249 -0.127 1.485 0.145
H -0.463 -1.767 1.463 0.096
H 0.060 -2.690 0.146 0.135
H -1.055 -0.980 -1.497 0.075
H -2.217 -1.920 -0.528 0.146



[4]
174
Properties=species:S:1:pos:R:3:lowdin_charge:R:1 method="wB97M-V/def2-TZVPD" orbital_gap_ev=7.7 spin_multiplicity=1 lumo_ha=-0.01952 max_force_ev_per_a=3.384
Na -2.046 3.742 0.522 0.618
B -0.717 1.410 1.182 -1.489
F -1.860 0.730 1.002 0.198
F -0.356 2.079 0.043 0.128
F -0.790 2.404 2.133 0.140
F 0.367 0.599 1.394 0.163
C 0.284 2.353 -8.357 -0.126
O -0.549 1.381 -7.799 -0.200
C -1.945 1.699 -7.820 -0.200
C -2.878 0.549 -7.371 -0.202
N -3.141 0.466 -5.941 -0.047
C -1.947 0.010 -5.226 -0.207
C -1.958 0.393 -3.761 -0.198
O -2.930 -0.389 -3.015 -0.190
C -2.921 -0.051 -1.621 -0.094
H 0.001 2.646 -9.368 0.089
H 1.336 2.071 -8.378 0.078
H 0.314 3.246 -7.733 0.071
H -2.279 2.036 -8.801 0.110
H -2.084 2.660 -7.324 0.119
H -2.525 -0.380 -7.817 0.118
H -3.806 0.673 -7.931 0.112
H -3.740 -0.332 -5.785 0.107
H -1.078 0.554 -5.596 0.102
H -1.725 -1.036 -5.438 0.130
H -2.279 1.431 -3.679 0.109
H -0.943 0.254 -3.387 0.108
H -3.446 0.885 -1.434 0.072
H -1.938 -0.015 -1.152 0.065
H -3.429 -0.883 -1.133 0.091
C 0.844 3.592 -4.833 -0.124
O 1.644 3.675 -3.667 -0.172
C 1.390 2.563 -2.822 -0.207
C 2.398 2.481 -1.688 -0.173
N 2.037 3.403 -0.582 -0.019
C 3.217 3.539 0.258 -0.204
C 3.082 4.743 1.292 -0.172
O 1.916 4.611 2.090 -0.198
C 1.789 3.510 2.966 -0.099
H -0.208 3.856 -4.722 0.086
H 0.909 2.579 -5.227 0.068
H 1.225 4.168 -5.677 0.079
H 1.447 1.699 -3.484 0.095
H 0.342 2.648 -2.537 0.113
H 3.412 2.684 -2.032 0.113
H 2.509 1.464 -1.312 0.103
H 1.244 2.964 -0.137 0.068
H 4.046 3.806 -0.398 0.109
H 3.585 2.629 0.733 0.085
H 3.017 5.620 0.648 0.112
H 3.938 4.925 1.943 0.112
H 2.407 3.555 3.863 0.089
H 1.953 2.582 2.420 0.071
H 0.776 3.505 3.369 0.077
C -5.249 0.567 4.218 -0.053
O -5.510 1.816 3.485 -0.175
C -4.370 2.422 2.979 -0.223
C -4.725 3.680 2.166 -0.175
N -4.454 3.457 0.779 -0.131
C -4.902 4.491 -0.072 -0.208
C -4.745 4.061 -1.550 -0.200
O -5.469 2.835 -1.696 -0.206
C -5.487 2.271 -3.059 -0.035
H -4.603 -0.191 3.774 0.087
H -6.168 -0.007 4.334 0.080
H -4.943 0.807 5.236 0.080
H -3.887 1.694 2.328 0.116
H -3.747 2.778 3.799 0.125
H -4.259 4.605 2.505 0.126
H -5.799 3.860 2.219 0.125
H -4.914 2.603 0.497 0.128
H -4.255 5.355 0.077 0.126
H -5.953 4.646 0.168 0.131
H -3.708 4.021 -1.885 0.114
H -5.155 4.837 -2.197 0.120
H -6.141 1.401 -3.123 0.097
H -4.497 1.887 -3.304 0.055
H -5.715 3.075 -3.758 0.087
C -0.972 -2.320 0.979 -0.099
O -0.751 -3.694 0.865 -0.183
C 0.488 -4.165 1.351 -0.212
C 0.766 -5.524 0.731 -0.215
N 0.876 -5.637 -0.712 -0.072
C 1.289 -7.004 -1.119 -0.185
C 1.493 -7.167 -2.653 -0.223
O 2.097 -8.351 -3.160 -0.210
C 2.497 -8.278 -4.542 -0.091
H -1.161 -2.145 2.038 0.091
H -1.916 -2.117 0.474 0.086
H -0.112 -1.702 0.721 0.064
H 0.585 -4.062 2.432 0.102
H 1.291 -3.533 0.970 0.111
H -0.028 -6.202 1.044 0.116
H 1.703 -5.934 1.109 0.114
H 0.036 -5.382 -1.212 0.108
H 0.455 -7.647 -0.838 0.111
H 2.192 -7.260 -0.566 0.115
H 1.993 -6.299 -3.083 0.113
H 0.472 -7.151 -3.036 0.111
H 2.743 -9.269 -4.924 0.082
H 3.354 -7.617 -4.671 0.088
H 1.559 -8.040 -5.045 0.083
C 1.555 -1.291 -1.647 -0.110
O 2.381 -0.659 -2.601 -0.230
C 3.705 -1.241 -2.558 -0.156
C 4.701 -0.397 -3.518 -0.169
N 4.616 -0.658 -4.951 -0.065
C 3.436 -0.085 -5.671 -0.175
C 3.400 -0.450 -7.157 -0.222
O 4.661 -0.311 -7.795 -0.185
C 4.673 -0.889 -9.100 -0.107
H 1.600 -2.354 -1.880 0.087
H 0.489 -1.082 -1.742 0.079
H 1.796 -1.091 -0.603 0.070
H 3.670 -2.309 -2.773 0.115
H 4.090 -1.173 -1.540 0.098
H 5.686 -0.745 -3.206 0.108
H 4.582 0.663 -3.295 0.101
H 5.445 -0.396 -5.465 0.097
H 3.532 1.000 -5.659 0.107
H 2.520 -0.286 -5.115 0.109
H 2.686 0.213 -7.647 0.102
H 3.010 -1.461 -7.277 0.119
H 3.996 -0.321 -9.738 0.084
H 4.261 -1.897 -9.147 0.077
H 5.664 -1.067 -9.517 0.087
C 3.326 -5.502 4.622 -0.107
O 2.461 -4.491 4.096 -0.211
C 2.459 -3.354 4.993 -0.212
C 2.154 -2.101 4.222 -0.236
N 3.275 -1.664 3.465 -0.043
C 2.939 -0.602 2.503 -0.175
C 4.179 -0.203 1.733 -0.228
O 5.155 0.472 2.529 -0.207
C 6.342 0.923 1.809 -0.082
H 2.830 -5.830 5.535 0.085
H 4.390 -5.303 4.754 0.090
H 3.214 -6.345 3.941 0.082
H 3.315 -3.257 5.661 0.124
H 1.615 -3.605 5.635 0.120
H 1.698 -1.371 4.891 0.117
H 1.405 -2.460 3.516 0.096
H 3.698 -2.487 3.060 0.115
H 2.549 0.293 2.988 0.117
H 2.259 -1.021 1.761 0.093
H 3.965 0.594 1.021 0.090
H 4.652 -1.034 1.210 0.118
H 7.043 0.090 1.753 0.077
H 6.760 1.696 2.454 0.085
H 6.179 1.252 0.783 0.077
C -1.118 0.818 5.140 -0.066
O -1.661 0.029 6.229 -0.221
C -0.890 -0.205 7.420 -0.200
C -1.737 -0.700 8.605 -0.208
N -2.326 0.388 9.343 -0.063
C -3.472 0.945 8.594 -0.207
C -4.584 1.371 9.493 -0.210
O -5.408 2.403 8.898 -0.198
C -6.679 2.531 9.459 -0.139
H -1.223 1.854 5.460 0.082
H -1.731 0.614 4.262 0.081
H -0.057 0.714 4.915 0.078
H -0.379 0.718 7.694 0.115
H -0.077 -0.873 7.135 0.106
H -1.153 -1.272 9.327 0.112
H -2.510 -1.366 8.221 0.121
H -1.679 1.146 9.507 0.106
H -3.856 0.266 7.832 0.116
H -3.069 1.820 8.084 0.121
H -4.362 1.840 10.451 0.122
H -5.134 0.470 9.766 0.118
H -7.166 1.561 9.553 0.080
H -7.328 3.161 8.851 0.087
H -6.616 2.907 10.480 0.082



[5]
12
Properties=species:S:1:pos:R:3:lowdin_charge:R:1 method="wB97M-V/def2-TZVPD" orbital_gap_ev=10.2 spin_multiplicity=1 lumo_ha=0.03627 max_force_ev_per_a=0.784
O -1.523 1.563 0.957 0.035
C -0.760 1.024 0.174 -0.469
C -1.080 -0.146 -0.721 -0.024
C -0.047 -0.715 0.267 -0.160
C 1.303 -0.441 -0.260 -0.073
C 0.653 0.714 0.457 -0.062
H -2.111 -0.485 -0.667 0.120
H -0.691 -0.135 -1.744 0.115
H -0.395 -1.140 1.199 0.155
H 1.423 -0.454 -1.344 0.110
H 2.162 -0.831 0.280 0.114
H 1.066 1.045 1.404 0.139



[6]
8
Properties=species:S:1:pos:R:3:lowdin_charge:R:1 method="wB97M-V/def2-TZVPD" smiles="[H]/N=C/NO" orbital_gap_ev=10.3 spin_multiplicity=1 lumo_ha=0.03112 max_force_ev_per_a=4.704
H 1.790 -1.636 1.025 0.044
N 1.075 -1.327 0.353 0.085
C 0.306 -0.324 0.586 -0.365
N -0.681 0.038 -0.225 -0.109
O -0.563 1.368 -0.722 -0.090
H 0.307 0.226 1.557 0.127
H -0.994 -0.525 -1.068 0.165
H -1.191 1.957 -0.148 0.143